No. 1
The following is a DFT calculation (ωB97M-V with the def2-TZVPD basis set) of a cluster of 2 separate species, C5H8N2S in total.

* LUMO (spin up / spin down): 0.76 / -2.07 eV
* net charge: 0
* largest force on an atom: 3.41 eV/Å
* HOMO level (spin up / spin down): -7.82 / -8.82 eV
* expectation value of S²: 2.034
* multiplicity: 3
* orbital gap (spin up / spin down): 8.59 / 6.74 eV
* ΔE to the lowest compared entry with this formula, charge and spin: 0.00 kcal per mole

Each line ends with the Löwdin charge.
Element x y z (Å)
C (3.3599, 1.1404, 0.0589)  -0.14
C (4.0915, 0.0423, -0.0859)  -0.35
C (1.9107, 0.8414, 0.1234)  -0.52
C (1.6099, -0.6147, 0.0720)  -0.24
C (-2.1188, -1.4143, 0.3477)  -0.21
N (0.9387, 1.6498, 0.1871)  0.12
N (-2.1829, -0.5545, -0.8200)  -0.08
S (3.0456, -1.4172, -0.1226)  0.92
H (3.7367, 2.1488, 0.1158)  0.11
H (5.1529, -0.0781, -0.1730)  0.07
H (-1.0975, -1.7754, 0.4485)  0.05
H (-2.4040, -0.9137, 1.2820)  0.06
H (-2.7868, -2.2635, 0.1940)  0.07
H (1.1805, 2.6379, 0.2043)  0.05
H (-1.4824, 0.1757, -0.7503)  0.03
H (-3.1023, -0.1322, -0.9064)  0.05

Forces on the atoms, in the same order (eV/Å):
-0.849 -0.342 0.013
-1.043 -1.046 0.038
-0.505 -1.262 0.028
1.964 2.788 -0.018
-0.213 0.108 0.067
-1.729 1.390 0.133
0.012 0.135 -0.282
1.555 -1.435 -0.194
-0.017 0.080 -0.007
0.220 -0.114 -0.020
0.014 -0.170 0.095
0.069 -0.111 0.049
0.122 -0.077 0.113
0.327 -0.112 -0.002
-0.202 0.110 -0.021
0.276 0.057 0.008



No. 2
The following is a DFT calculation (ωB97M-V with the def2-TZVPD basis set) of an isolated molecule of C5H8N2S.

* LUMO (spin up / spin down): 0.51 / -2.88 eV
* net charge: 0
* largest force on an atom: 4.81 eV/Å
* HOMO level (spin up / spin down): -4.67 / -9.76 eV
* expectation value of S²: 2.005
* multiplicity: 3
* orbital gap (spin up / spin down): 5.18 / 6.88 eV
* ΔE to the lowest compared entry with this formula, charge and spin: 41.21 kcal per mole

Each line ends with the Löwdin charge.
Element x y z (Å)
C (1.7711, 1.1816, 1.2429)  -0.27
C (0.1845, -1.2042, 0.1220)  -0.27
C (0.6823, -0.7840, -1.3205)  -0.44
C (0.5813, 1.1385, 0.4712)  -0.56
C (-1.7556, 0.2304, 0.2354)  -0.13
N (2.5459, 1.4265, 2.0820)  0.16
N (-0.3892, -0.0266, 0.7982)  -0.21
S (0.9729, 1.0368, -1.3495)  0.83
H (-0.6717, -1.9736, -0.0420)  0.13
H (1.0107, -1.6915, 0.6681)  0.11
H (1.7034, -1.3549, -1.6236)  0.12
H (-0.0606, -1.0097, -2.1754)  0.09
H (-0.0317, 2.1165, 0.6241)  0.15
H (-2.4842, -0.7010, 0.3697)  0.12
H (-2.2464, 1.1492, 0.7810)  0.11
H (-1.8126, 0.4658, -0.8836)  0.08

Forces on the atoms, in the same order (eV/Å):
0.844 0.748 2.983
-1.150 -1.311 -1.721
0.666 -2.129 0.190
-4.291 -0.633 2.071
-1.690 0.526 0.318
-0.573 -0.699 -1.780
0.568 0.671 -0.782
1.104 0.837 -3.862
1.552 1.140 0.615
-0.454 0.475 0.091
-2.250 1.596 0.603
1.130 0.508 1.341
1.333 -1.569 -0.388
1.844 1.916 0.055
1.005 -1.837 -0.947
0.363 -0.239 1.214



No. 3
The following is a DFT calculation (ωB97M-V with the def2-TZVPD basis set) of the ion C5H8N3 with charge +1.

* LUMO (spin up / spin down): -7.47 / -7.47 eV
* net charge: +1
* largest force on an atom: 4.53 eV/Å
* HOMO level (spin up / spin down): -15.14 / -15.14 eV
* orbital gap (spin up / spin down): 7.67 / 7.67 eV
* ΔE to the lowest compared entry with this formula, charge and spin: 133.03 kcal per mole

Each line ends with the Löwdin charge.
Element x y z (Å)
C (0.7649, -0.2397, -0.9399)  -0.40
C (0.2039, 0.3489, 1.3466)  -0.08
C (-2.2245, -0.4833, 0.7437)  0.07
C (-1.2687, 0.6110, 0.9340)  -0.15
C (1.7981, -0.3684, -1.9392)  0.01
N (1.0893, 0.0281, 0.2655)  0.19
N (-0.5673, -0.4647, -1.1473)  0.29
N (-1.4734, 0.0966, -0.3693)  0.05
H (0.7541, 1.1730, 1.7696)  0.15
H (0.2945, -0.4389, 1.9777)  0.10
H (-1.8844, -1.4911, 0.9505)  0.15
H (-3.1943, -0.2684, 0.8247)  0.09
H (-1.5944, 1.6382, 1.2245)  0.19
H (1.3870, 0.0853, -2.7793)  0.07
H (2.0505, -1.4004, -2.1896)  0.11
H (2.6849, 0.1755, -1.3992)  0.15

Forces on the atoms, in the same order (eV/Å):
0.044 1.773 2.145
-0.181 1.342 -2.232
2.713 -1.928 -0.621
2.494 2.531 1.170
2.133 -0.026 1.530
0.131 -0.680 0.131
-4.315 -0.158 1.369
2.869 -1.029 -2.348
-0.572 0.757 0.599
0.206 -2.320 2.386
-0.253 -0.055 0.196
-3.777 0.693 -0.020
-0.199 -0.998 -0.686
0.094 1.091 -1.955
0.001 0.062 0.145
-1.390 -1.054 -1.810



No. 4
The following is a DFT calculation (ωB97M-V with the def2-TZVPD basis set) of a cluster of 2 separate species, C5H8N3 in total.

* LUMO (spin up / spin down): -4.12 / -4.12 eV
* net charge: +1
* largest force on an atom: 6.12 eV/Å
* HOMO level (spin up / spin down): -12.97 / -12.58 eV
* orbital gap (spin up / spin down): 8.84 / 8.46 eV
* ΔE to the lowest compared entry with this formula, charge and spin: 161.55 kcal per mole

Each line ends with the Löwdin charge.
Element x y z (Å)
C (2.0036, -0.0623, -1.3459)  0.04
C (-1.7032, -0.7232, 3.2995)  0.13
C (-0.5906, 1.1415, -2.5728)  -0.07
C (-0.7306, -0.2535, 1.1008)  -0.09
C (0.9936, -0.1484, -0.5156)  -0.09
N (-1.2734, -0.5771, 2.1780)  0.13
N (-0.8101, 0.8313, -1.3912)  0.10
N (0.4134, -0.7350, 0.6144)  0.10
H (2.9394, -0.7475, -1.3632)  0.12
H (2.0204, 0.6141, -2.0852)  0.01
H (-1.3412, -0.0799, 4.2564)  0.18
H (-2.3013, -1.4797, 3.5256)  0.06
H (-1.2108, 1.8043, -3.0008)  0.05
H (0.1868, 0.7613, -3.1294)  0.05
H (-1.2006, 0.4409, 0.4478)  0.11
H (0.9893, -1.5184, 0.8578)  0.17

Forces on the atoms, in the same order (eV/Å):
1.529 -4.303 3.394
2.625 3.715 4.101
0.706 -1.547 2.523
1.161 -0.234 -0.635
-3.327 1.964 -2.448
0.590 -0.193 -1.018
2.052 -0.516 1.731
1.608 0.215 -1.666
-1.515 1.223 0.564
-0.371 2.387 -2.766
-0.742 -1.121 -2.473
-2.960 -3.258 0.845
-2.621 2.201 -1.814
2.161 -0.677 -1.320
-0.479 0.792 -0.479
-0.416 -0.649 1.462